DFT (the ωB97M-V functional and the def2-TZVPD basis) results for C13H33ClIN2OP2RhS as an isolated structure.

```
55
C13H33ClIN2OP2RhS, DFT the ωB97M-V functional and the def2-TZVPD basis
C 0.92 -1.40 -0.28
C -0.30 -2.16 0.34
H 1.89 -1.88 -0.01
H 1.16 -0.33 0.02
H 0.86 -1.67 -1.35
O 0.10 -2.95 1.21
I -2.12 -1.14 0.87
Rh 1.49 2.65 1.84
P -2.07 -3.35 -0.49
C -2.45 -4.17 1.10
C -3.37 -2.65 -1.50
H -3.74 -3.42 -2.18
H -1.54 -4.84 -2.24
H -3.03 -1.81 -2.13
H -1.19 -3.24 -2.78
H -2.79 -3.43 1.85
H -4.23 -2.33 -0.94
C -1.09 -3.89 -1.91
H -3.27 -4.89 1.02
H -0.04 -4.11 -1.76
H -1.59 -4.61 1.64
P 1.70 3.61 -0.23
C 3.07 3.81 1.05
C 2.44 3.08 -1.80
H 0.03 5.04 -1.37
H 1.18 5.95 -0.30
H -0.18 4.90 0.41
C 0.56 5.03 -0.39
H 1.71 2.77 -2.58
H 2.99 4.02 -2.05
H 3.73 4.51 0.49
H 3.54 2.86 1.39
H 3.13 2.21 -1.71
H 2.56 4.29 1.92
Cl 0.10 1.95 -0.08
C -0.51 3.12 3.52
N -1.06 1.84 4.15
C -2.02 2.09 5.24
C -0.81 0.63 3.64
S 0.21 0.52 2.26
N -1.32 -0.53 4.17
C -0.56 -1.81 4.33
C -2.67 -0.56 4.79
H -0.84 3.97 4.18
H -0.96 3.23 2.51
H 0.66 3.01 3.63
H -3.10 2.11 4.93
H -1.85 1.44 6.12
H -1.79 3.11 5.61
H -0.48 -2.00 5.43
H -1.12 -2.66 3.92
H 0.46 -1.84 3.89
H -3.39 0.11 4.23
H -3.01 -1.62 4.81
H -2.57 -0.24 5.87
```

The net charge is +2. The expectation value of S² is 6.021. The calculation puts the total energy at -72064.61481 eV. For the molar mass, the calculation gives 592.70 g mol⁻¹. The spin multiplicity is 5.

Results of the Löwdin charge analysis, in e, for atoms 1 through 8: -0.103, -0.891, 0.099, -0.009, 0.076, -0.102, 1.238, 0.384